1.
Entry from OMol25: a molecular structure, C52H41INOP2Pt (the ωB97M-V functional and the def2-TZVPD basis).

Results
Charge: +1
HOMO (eV): -9.790
Relative energy (zero: lowest compared OMol25 entry of this formula, charge and spin) (eV): 1.528
HOMO-LUMO gap (eV): 6.5

CARTESIAN COORDINATES (ANGSTROEM)
Pt  -1.183  -0.821  1.114
O  -0.788  3.174  1.282
C  0.200  4.155  1.140
C  0.430  5.028  2.191
C  1.371  6.035  2.037
C  2.068  6.158  0.838
C  1.846  5.251  -0.187
C  0.906  4.231  -0.049
P  0.781  2.809  -1.198
C  0.727  3.522  -2.871
C  0.935  2.639  -3.934
C  0.821  3.072  -5.245
C  0.470  4.389  -5.513
C  0.233  5.265  -4.465
C  0.362  4.836  -3.149
C  2.530  2.281  -1.016
C  2.839  1.661  0.195
C  4.152  1.395  0.541
C  5.175  1.711  -0.346
C  4.875  2.302  -1.564
C  3.559  2.602  -1.894
C  -1.954  3.500  0.635
C  -2.472  4.791  0.704
C  -3.665  5.095  0.075
C  -4.362  4.117  -0.626
C  -3.850  2.837  -0.690
C  -2.634  2.519  -0.075
P  -2.187  0.773  -0.156
C  -2.446  0.221  -1.847
C  -2.207  1.100  -2.901
C  -2.249  0.642  -4.210
C  -2.535  -0.689  -4.469
C  -2.767  -1.571  -3.418
C  -2.710  -1.123  -2.110
C  -3.391  0.038  1.003
C  -3.060  0.304  2.351
C  -3.831  -0.262  3.384
C  -4.919  -1.039  3.079
C  -5.276  -1.265  1.740
C  -4.530  -0.742  0.714
H  -0.128  4.911  3.110
H  1.557  6.724  2.848
H  2.803  6.941  0.714
H  2.440  5.309  -1.092
H  1.187  1.602  -3.733
H  0.999  2.379  -6.058
H  0.378  4.729  -6.536
H  -0.049  6.289  -4.668
H  0.166  5.530  -2.340
H  2.039  1.419  0.888
H  4.375  0.929  1.492
H  6.203  1.496  -0.085
H  5.670  2.548  -2.256
H  3.338  3.084  -2.838
H  -1.931  5.549  1.251
H  -4.057  6.100  0.138
H  -5.296  4.351  -1.118
H  -4.387  2.070  -1.235
H  -1.982  2.142  -2.706
H  -2.053  1.331  -5.020
H  -2.572  -1.047  -5.489
H  -2.977  -2.613  -3.618
H  -2.846  -1.826  -1.297
H  -2.277  1.018  2.601
H  -3.582  -0.044  4.415
H  -5.526  -1.456  3.871
H  -6.154  -1.856  1.515
H  -4.804  -0.934  -0.315
I  -0.886  -2.900  2.647
C  0.497  -3.709  1.293
C  0.984  -4.960  1.499
C  1.932  -5.468  0.584
C  2.354  -4.693  -0.454
C  1.855  -3.381  -0.650
C  2.345  -2.574  -1.702
C  1.875  -1.306  -1.872
C  0.873  -0.802  -1.015
C  0.355  -1.541  0.017
C  0.870  -2.858  0.229
H  0.667  -5.561  2.340
H  2.321  -6.467  0.725
H  3.098  -5.070  -1.144
H  3.110  -2.977  -2.355
H  2.267  -0.677  -2.662
H  0.489  0.189  -1.195
N  1.868  -0.535  3.114
C  2.798  -1.586  3.075
C  3.478  -1.921  1.909
C  4.419  -2.940  1.919
C  4.700  -3.641  3.082
C  4.021  -3.308  4.247
C  3.079  -2.293  4.245
H  1.374  -0.323  2.253
H  1.223  -0.635  3.883
H  3.274  -1.382  0.992
H  4.936  -3.185  0.999
H  5.437  -4.433  3.084
H  4.229  -3.838  5.167
H  2.560  -2.034  5.161


2.
Entry from OMol25: a molecular structure, C52H42ClIN7O3P2SSeTi (the ωB97M-V functional and the def2-TZVPD basis).

Results
Charge: +1
HOMO (eV): -9.720
Relative energy (zero: lowest compared OMol25 entry of this formula, charge and spin) (eV): 1.385
HOMO-LUMO gap (eV): 6.7

CARTESIAN COORDINATES (ANGSTROEM)
Ti  0.999  0.202  0.482
C  -3.016  -0.608  0.679
N  -3.391  0.742  0.307
C  -2.387  1.771  0.322
P  -0.946  1.354  -0.817
C  -0.561  3.036  -1.393
C  -0.374  3.987  -0.387
C  -0.041  5.291  -0.708
C  0.088  5.663  -2.039
C  -0.100  4.723  -3.041
C  -0.404  3.407  -2.725
C  -1.903  0.457  -2.095
C  -1.796  -0.932  -2.169
C  -2.480  -1.643  -3.140
C  -3.292  -0.972  -4.044
C  -3.429  0.404  -3.954
C  -2.738  1.119  -2.985
C  -4.750  1.076  0.381
C  -5.711  0.097  0.104
C  -7.063  0.390  0.180
C  -7.492  1.663  0.522
C  -6.547  2.642  0.781
C  -5.191  2.358  0.717
P  -1.333  -0.751  1.460
C  -1.699  -0.023  3.106
C  -2.745  -0.537  3.873
C  -3.016  -0.012  5.124
C  -2.252  1.034  5.625
C  -1.227  1.566  4.859
C  -0.952  1.039  3.606
C  -1.338  -2.542  1.835
C  -1.847  -3.459  0.918
C  -1.876  -4.812  1.221
C  -1.379  -5.266  2.433
C  -0.830  -4.364  3.334
C  -0.805  -3.011  3.037
H  -3.026  -1.274  -0.189
H  -3.727  -1.005  1.408
H  -2.003  1.984  1.329
H  -2.819  2.682  -0.083
H  -0.482  3.703  0.653
H  0.121  6.013  0.081
H  0.338  6.685  -2.293
H  -0.006  5.015  -4.079
H  -0.505  2.665  -3.503
H  -1.163  -1.457  -1.468
H  -2.371  -2.719  -3.199
H  -3.820  -1.523  -4.810
H  -4.075  0.926  -4.647
H  -2.855  2.195  -2.931
H  -5.404  -0.896  -0.197
H  -7.784  -0.386  -0.043
H  -8.548  1.889  0.588
H  -6.860  3.643  1.049
H  -4.487  3.145  0.951
H  -3.341  -1.362  3.503
H  -3.826  -0.425  5.711
H  -2.457  1.440  6.606
H  -0.639  2.393  5.234
H  -0.154  1.456  3.008
H  -2.231  -3.128  -0.040
H  -2.288  -5.515  0.508
H  -1.418  -6.319  2.679
H  -0.428  -4.708  4.278
H  -0.376  -2.320  3.747
Cl  6.491  2.593  3.884
C  4.968  2.367  3.105
C  3.957  3.260  3.328
C  2.704  3.083  2.724
I  1.157  4.415  3.166
C  2.443  2.024  1.881
O  1.261  1.787  1.317
C  3.507  1.105  1.640
N  3.220  0.059  0.821
C  4.149  -0.831  0.571
C  5.436  -0.755  1.124
C  5.744  0.276  1.969
C  4.771  1.257  2.250
H  4.129  4.101  3.985
H  3.885  -1.650  -0.089
H  6.163  -1.518  0.885
H  6.716  0.345  2.437
N  6.211  -1.579  -5.605
C  5.208  -1.114  -4.816
C  3.863  -1.299  -5.189
C  2.848  -0.866  -4.373
C  3.160  -0.235  -3.170
C  4.476  -0.016  -2.792
C  5.495  -0.449  -3.612
S  1.834  0.292  -2.170
O  2.217  1.338  -1.225
O  0.748  0.635  -3.043
N  1.332  -0.849  -1.097
C  1.570  -2.203  -1.098
N  2.147  -2.806  -2.132
C  2.358  -4.115  -2.016
C  2.006  -4.831  -0.886
C  1.384  -4.108  0.120
N  1.155  -2.807  0.021
H  6.009  -1.970  -6.506
H  7.167  -1.364  -5.390
H  3.633  -1.778  -6.133
H  1.810  -0.999  -4.644
H  4.688  0.507  -1.867
H  6.526  -0.260  -3.341
H  2.824  -4.590  -2.873
H  2.194  -5.891  -0.799
H  1.043  -4.581  1.036
Se  2.835  -1.912  4.202
C  1.855  -1.215  2.987
N  1.161  -0.740  2.152


3.
Entry from OMol25: a molecular structure, C52H43AuGeN2O2P2S2Se (the ωB97M-V functional and the def2-TZVPD basis).

Results
Charge: 0
HOMO (eV): -7.226
HOMO-LUMO gap (eV): 5.2

CARTESIAN COORDINATES (ANGSTROEM)
Au  -0.236  -0.537  0.279
S  0.364  2.377  0.785
P  2.094  1.488  0.385
C  1.794  -0.169  -0.080
P  2.490  -1.636  0.552
S  0.908  -2.827  0.851
C  3.570  -1.866  2.020
C  3.003  -1.702  3.280
C  3.740  -1.980  4.414
C  5.038  -2.451  4.303
C  5.601  -2.626  3.051
C  4.877  -2.327  1.911
C  3.498  -2.274  -0.820
C  3.222  -3.483  -1.440
C  4.024  -3.914  -2.483
C  5.085  -3.134  -2.913
C  5.337  -1.906  -2.319
C  4.543  -1.477  -1.275
C  3.134  1.858  1.839
C  2.610  1.407  3.047
C  3.263  1.676  4.232
C  4.443  2.402  4.219
C  4.952  2.871  3.021
C  4.296  2.616  1.829
C  2.872  2.163  -1.118
C  2.023  2.659  -2.102
C  2.539  3.055  -3.323
C  3.902  2.982  -3.565
C  4.750  2.489  -2.585
C  4.236  2.052  -1.378
H  1.974  -1.380  3.356
H  3.299  -1.835  5.388
H  5.605  -2.697  5.187
H  6.612  -2.999  2.961
H  5.329  -2.467  0.940
H  2.394  -4.082  -1.089
H  3.822  -4.864  -2.956
H  5.717  -3.485  -3.716
H  6.144  -1.281  -2.674
H  4.718  -0.530  -0.783
H  1.670  0.869  3.039
H  2.854  1.320  5.166
H  4.954  2.616  5.145
H  5.870  3.441  3.011
H  4.683  3.024  0.908
H  0.962  2.723  -1.901
H  1.877  3.422  -4.092
H  4.311  3.308  -4.512
H  5.815  2.447  -2.765
H  4.899  1.624  -0.638
O  -3.064  1.636  -1.307
C  -2.067  1.082  -1.708
O  -0.897  1.024  -1.261
C  -2.206  0.218  -3.029
C  -2.194  -1.216  -2.585
Ge  -1.791  -2.484  -4.084
C  -3.349  -2.341  -5.296
C  -3.293  -1.676  -6.513
C  -4.437  -1.500  -7.271
C  -5.649  -1.992  -6.820
C  -5.720  -2.637  -5.596
C  -4.577  -2.807  -4.838
C  -1.661  -4.259  -3.207
C  -2.432  -5.330  -3.638
C  -2.339  -6.561  -3.011
C  -1.483  -6.730  -1.936
C  -0.729  -5.661  -1.480
C  -0.811  -4.435  -2.122
C  -0.032  -1.877  -4.791
C  0.853  -1.250  -3.921
C  2.082  -0.796  -4.361
C  2.453  -0.979  -5.682
C  1.584  -1.608  -6.558
C  0.350  -2.053  -6.116
H  -1.354  0.454  -3.666
H  -3.139  0.485  -3.521
H  -3.142  -1.475  -2.114
H  -1.399  -1.374  -1.852
H  -2.348  -1.287  -6.867
H  -4.386  -0.965  -8.209
H  -6.540  -1.872  -7.419
H  -6.670  -2.995  -5.226
H  -4.633  -3.304  -3.877
H  -3.105  -5.198  -4.475
H  -2.942  -7.387  -3.362
H  -1.397  -7.698  -1.463
H  -0.077  -5.776  -0.625
H  -0.193  -3.614  -1.775
H  0.585  -1.102  -2.883
H  2.738  -0.287  -3.670
H  3.411  -0.622  -6.031
H  1.869  -1.754  -7.590
H  -0.326  -2.543  -6.806
Se  -2.432  -3.065  0.284
N  -2.176  -1.378  0.777
C  -3.364  -0.772  0.891
C  -3.580  0.557  1.286
C  -4.869  1.009  1.360
C  -5.963  0.175  1.051
C  -5.789  -1.131  0.686
C  -4.478  -1.634  0.600
N  -4.158  -2.884  0.257
H  -2.737  1.190  1.505
H  -5.058  2.021  1.680
H  -6.962  0.581  1.120
H  -6.618  -1.789  0.474


Across the entries above, max |F| takes the values 0.0117; 0.0276; 0.0761 Eh/bohr, respectively.